{"formula": "C34H47AgAs2CoF12N3O18", "method": "the ωB97M-V functional and the def2-TZVPD basis", "species": ["Co", "Ag", "As", "F", "F", "F", "F", "F", "F", "As", "F", "F", "F", "F", "F", "F", "C", "C", "C", "C", "C", "C", "N", "O", "O", "H", "H", "H", "H", "H", "C", "C", "C", "C", "C", "C", "N", "O", "O", "H", "H", "H", "H", "H", "C", "C", "C", "C", "C", "C", "N", "O", "O", "H", "H", "H", "H", "H", "C", "C", "O", "C", "O", "O", "C", "H", "H", "H", "H", "H", "H", "H", "H", "C", "C", "O", "C", "O", "O", "C", "H", "H", "H", "H", "H", "H", "H", "H", "C", "C", "O", "C", "O", "O", "C", "H", "H", "H", "H", "H", "H", "H", "H", "C", "C", "O", "C", "O", "O", "C", "H", "H", "H", "H", "H", "H", "H", "H"], "positions_angstrom": [[-24.2258, -6.4317, -9.8994], [-23.1389, -7.9116, -2.9023], [-21.6859, -6.4324, 0.1097], [-22.1397, -6.3527, -1.5774], [-23.3895, -5.8565, 0.5590], [-21.1328, -6.4461, 1.8615], [-20.0640, -6.8863, -0.4607], [-21.2986, -4.7060, 0.0920], [-22.2142, -8.1342, 0.2328], [-23.9502, -6.2485, -5.7046], [-24.1978, -4.4964, -5.9633], [-25.7149, -6.4628, -5.3512], [-23.7573, -7.9901, -5.4507], [-22.1750, -6.0061, -6.0636], [-23.6154, -5.9792, -3.9289], [-24.2633, -6.5284, -7.4637], [-20.8472, -2.2915, -2.0296], [-19.9610, -1.2100, -2.2660], [-19.7481, -0.7341, -3.5593], [-20.4561, -1.3576, -4.6042], [-21.2817, -2.4541, -4.3679], [-21.4272, -2.9136, -3.1210], [-20.1789, -0.9057, -5.9594], [-20.0417, 0.3297, -6.1122], [-19.9558, -1.7061, -6.7921], [-21.1041, -2.5590, -1.0152], [-19.4999, -0.6823, -1.4443], [-19.0140, 0.0228, -3.7928], [-21.8042, -2.9577, -5.1677], [-22.0654, -3.7792, -3.0217], [-28.4299, -5.0897, -3.6950], [-28.4517, -4.0835, -4.6706], [-29.4029, -3.0907, -4.6384], [-30.3258, -3.0831, -3.5672], [-30.3276, -4.0937, -2.6014], [-29.3750, -5.1302, -2.6669], [-31.3942, -2.0716, -3.4606], [-31.6344, -1.4513, -4.4380], [-32.0375, -1.9044, -2.4054], [-27.6534, -5.8180, -3.8765], [-27.7593, -4.0794, -5.4994], [-29.3545, -2.3170, -5.3904], [-30.9753, -3.9441, -1.7502], [-29.2448, -5.8524, -1.8745], [-24.5431, -2.3919, -0.8223], [-24.6701, -0.9985, -0.8658], [-24.9759, -0.4625, -2.1406], [-24.8264, -1.1884, -3.2788], [-24.5988, -2.5570, -3.1846], [-24.4549, -3.1446, -1.9654], [-25.2346, -0.5966, -4.6065], [-24.5628, -0.8941, -5.6228], [-26.0267, 0.3492, -4.5783], [-24.3620, -2.8678, 0.1301], [-24.5382, -0.2788, -0.0714], [-25.0870, 0.6055, -2.2561], [-24.5066, -3.2380, -4.0177], [-24.3040, -4.2133, -2.0044], [-29.3876, -10.2032, -8.3481], [-27.8584, -10.4401, -8.3640], [-27.2221, -9.4026, -9.1120], [-25.8623, -9.2316, -9.0575], [-25.3269, -8.1561, -9.3437], [-25.2944, -10.4149, -8.5523], [-23.8900, -10.4007, -8.3717], [-29.5387, -9.1568, -8.0830], [-29.9072, -10.9469, -7.7439], [-29.7539, -10.3028, -9.3699], [-27.6929, -11.4488, -8.7426], [-27.5014, -10.3986, -7.3350], [-23.5432, -11.4311, -8.2932], [-23.5979, -9.7696, -7.5324], [-23.3816, -10.1855, -9.3115], [-21.2650, -0.4886, -9.4861], [-22.5543, -1.1872, -8.9499], [-22.6312, -2.5644, -9.0816], [-23.7481, -3.3784, -8.8942], [-23.8135, -4.5420, -9.1832], [-24.6917, -2.6577, -8.2380], [-25.9637, -3.1696, -7.8290], [-21.0338, -0.7061, -10.5288], [-20.3527, -0.6897, -8.9244], [-21.2822, 0.5895, -9.3259], [-23.3815, -0.8289, -9.5627], [-22.8003, -0.9046, -7.9264], [-26.7317, -2.9036, -8.5553], [-26.2313, -2.7297, -6.8683], [-26.0289, -4.2475, -7.6806], [-17.6257, -11.5517, -1.6714], [-18.5941, -10.5116, -2.3192], [-18.9235, -10.9885, -3.6512], [-20.0686, -10.6048, -4.1726], [-20.8852, -9.8184, -3.7247], [-20.1753, -11.1317, -5.3770], [-21.0700, -10.5416, -6.3187], [-17.4962, -11.2854, -0.6224], [-16.6312, -11.6454, -2.1076], [-18.0003, -12.5681, -1.7929], [-18.0800, -9.5515, -2.3630], [-19.4235, -10.3258, -1.6367], [-21.8743, -9.9456, -5.8874], [-21.5947, -11.3064, -6.8912], [-20.5538, -9.8791, -7.0135], [-18.7472, -4.8034, -8.8314], [-20.0857, -5.5172, -8.8531], [-19.9406, -6.7901, -9.3943], [-21.1050, -7.4609, -9.5922], [-22.2291, -7.0298, -9.4252], [-20.8778, -8.7430, -10.0412], [-19.5518, -9.0772, -10.4880], [-18.0330, -5.1709, -8.0945], [-18.9192, -3.7624, -8.5579], [-18.2827, -4.9498, -9.8066], [-20.8539, -4.9295, -9.3556], [-20.3758, -5.5518, -7.8030], [-19.1886, -8.4625, -11.3116], [-19.6660, -10.0544, -10.9571], [-18.7416, -9.0804, -9.7589]], "forces_ev_per_angstrom": [[1.06, -0.69, 2.65], [0.50, -1.24, 0.52], [0.19, 0.14, 4.59], [-0.31, 0.24, -0.57], [2.08, -1.09, -0.81], [-0.97, -0.17, -2.77], [-1.48, 0.38, 0.50], [0.13, -0.59, -0.67], [0.40, 1.63, -0.64], [-0.32, 0.85, 0.11], [0.34, -1.68, 0.37], [2.37, 0.44, -0.54], [0.21, 1.14, -0.25], [-2.44, -0.53, 0.52], [-0.48, 0.50, -2.07], [0.16, 0.01, 0.90], [1.00, 1.64, 1.15], [0.18, 0.81, -0.88], [0.19, -0.51, 1.57], [-0.22, -0.48, 0.14], [-0.08, 0.49, -1.98], [-1.50, -1.79, -0.22], [0.91, 3.95, 0.69], [-0.74, -2.05, 0.71], [-0.05, -2.11, -1.38], [0.02, -0.33, 0.11], [0.13, -0.20, 0.10], [-0.18, 0.26, 0.12], [0.07, 0.12, -0.25], [0.16, -0.19, 0.47], [-0.18, 0.24, -0.76], [-0.53, -0.24, 0.44], [-0.67, 0.56, 0.80], [0.42, -1.22, 0.20], [0.87, 0.37, -0.15], [0.58, 1.03, -0.46], [-1.08, 0.02, 2.45], [0.00, 1.12, -2.25], [1.57, -1.01, -0.99], [-0.05, -0.39, 0.64], [0.25, -0.18, 0.08], [-0.46, 0.15, 0.08], [-0.24, -0.33, -0.05], [-0.40, -0.11, -0.01], [0.91, 1.02, 1.98], [-0.55, -0.56, -2.10], [1.21, 1.56, 1.04], [-1.52, -1.59, -1.19], [0.27, 0.21, -1.53], [-0.21, -0.54, -0.14], [1.39, 2.40, -0.42], [-1.26, -0.43, 1.61], [0.86, -2.03, -0.03], [-0.09, -0.14, 0.14], [-0.29, -0.49, 0.44], [-0.41, 0.13, 0.14], [-0.20, 0.44, -0.53], [0.02, -0.12, 0.69], [1.22, 0.58, -1.20], [-1.59, -1.23, 1.35], [3.12, 1.61, -0.73], [-2.46, -3.00, 1.62], [0.37, -0.49, -0.60], [-1.12, 3.38, -1.46], [1.20, -0.59, -0.78], [-0.45, -0.22, 0.49], [0.19, 0.33, 0.24], [-0.11, -0.08, -0.03], [0.55, 0.26, -0.34], [0.23, 0.01, -0.08], [-0.56, -0.10, 0.87], [0.04, -0.08, -0.17], [-0.06, 0.97, -0.01], [0.39, -0.87, 0.67], [-0.97, 3.09, -0.33], [-0.76, -5.83, -0.69], [0.26, 6.20, 2.29], [0.01, -2.11, -1.52], [1.48, -1.09, -1.07], [-1.03, -0.55, 0.04], [-0.37, 0.03, 0.00], [-0.15, -0.75, 0.10], [-0.90, 0.06, -0.29], [-0.06, 0.52, 0.10], [0.24, 0.05, 0.12], [0.22, 0.24, -0.11], [0.41, 0.27, -0.18], [0.62, -0.07, -0.17], [-0.47, 0.18, -0.55], [1.70, -0.67, 1.10], [-0.56, 0.20, 0.71], [-0.34, 1.48, 0.13], [0.25, -0.20, 0.45], [-0.15, -0.54, -1.43], [-0.80, 0.22, -0.06], [-0.12, -0.20, 0.00], [-0.02, 0.69, -0.29], [-0.48, 0.09, 0.41], [-0.02, 0.04, -0.56], [-0.51, -0.46, -0.60], [0.27, -0.02, 0.61], [0.52, -0.37, 0.14], [0.43, -0.15, 0.07], [0.13, -0.28, -0.50], [0.40, 2.47, 1.94], [-2.44, -2.34, -0.68], [3.21, -2.03, -1.11], [-1.11, 0.45, -0.29], [-0.66, 2.80, 0.97], [0.86, -0.71, -1.22], [-0.28, -0.41, 0.08], [0.05, 0.08, -0.46], [0.14, 0.63, -0.06], [0.12, -0.12, -0.36], [-0.51, -0.56, 0.01], [-0.47, 0.54, 0.12], [-0.02, -0.11, 0.49], [-0.62, -0.04, 0.51]], "lumo_energy_ev": [-7.27, -10.25], "energy_ha": -10041.2374, "orbital_gap_ev": [5.99, 3.01], "spin_multiplicity": 5, "fmax_ev_per_a": 6.6, "charge": 2}

***

{"formula": "C18H20N4O2", "method": "the ωB97M-V functional and the def2-TZVPD basis", "species": ["C", "C", "C", "N", "C", "C", "C", "C", "C", "O", "N", "C", "C", "C", "C", "C", "O", "C", "C", "N", "C", "C", "N", "C", "H", "H", "H", "H", "H", "H", "H", "H", "H", "H", "H", "H", "H", "H", "H", "H", "H", "H", "H", "H"], "positions_angstrom": [[0.5590, 2.6736, -3.6483], [0.7432, 2.1619, -2.4465], [2.0093, 2.2877, -1.6573], [1.7498, 2.6361, -0.2618], [1.4634, 4.0552, -0.1003], [0.1646, 4.4341, -0.7416], [-0.0062, 5.5017, -1.4973], [2.8215, 2.1745, 0.6025], [2.7602, 0.6571, 0.8013], [3.7397, -0.0044, 1.0601], [1.4886, 0.1984, 0.6821], [0.9984, -1.1009, 0.7790], [1.7984, -2.1864, 1.1272], [1.2389, -3.4478, 1.1987], [-0.1039, -3.6601, 0.9364], [-0.9003, -2.5740, 0.6030], [-2.2370, -2.6706, 0.2557], [-3.0665, -3.5452, 0.8391], [-4.3713, -3.6468, 0.3197], [-5.2554, -4.4578, 0.8526], [-4.8777, -5.1783, 1.9062], [-3.5997, -5.0729, 2.4227], [-2.6953, -4.2606, 1.8903], [-0.3538, -1.3019, 0.5186], [-0.3554, 2.5279, -4.1966], [1.3185, 3.2624, -4.1357], [-0.0298, 1.5681, -1.9778], [2.6817, 3.0170, -2.1361], [2.5100, 1.3128, -1.6673], [1.3795, 4.2513, 0.9751], [2.2756, 4.6861, -0.4988], [-0.6650, 3.7807, -0.5118], [-0.9647, 5.7571, -1.9143], [0.8084, 6.1673, -1.7315], [3.8260, 2.4379, 0.2381], [2.7026, 2.6232, 1.5940], [0.8237, 0.9199, 0.4146], [2.8443, -2.0318, 1.3313], [1.8629, -4.2882, 1.4615], [-0.5249, -4.6496, 0.9924], [-4.6782, -3.0586, -0.5326], [-5.6209, -5.8396, 2.3258], [-3.2688, -5.6416, 3.2806], [-0.9932, -0.4751, 0.2471]], "forces_ev_per_angstrom": [[-0.03, -0.13, -0.08], [0.19, -0.13, -0.17], [-0.05, -0.11, -0.07], [0.13, 0.20, 0.07], [-0.09, 0.07, 0.14], [0.11, 0.21, 0.15], [-0.06, 0.10, 0.07], [0.11, 0.00, 0.02], [-0.10, 0.32, -0.08], [0.24, -0.10, 0.08], [-0.38, 0.24, -0.08], [0.02, -0.55, 0.11], [0.22, 0.12, 0.04], [-0.20, 0.09, -0.10], [-0.14, -0.17, -0.13], [0.52, 0.15, 0.11], [0.16, 0.25, -0.28], [-0.55, -0.76, 0.76], [0.40, 0.16, -0.07], [-0.16, 0.00, -0.07], [0.10, -0.10, 0.18], [-0.28, -0.08, -0.08], [0.11, 0.62, -0.51], [-0.18, -0.20, 0.02], [-0.20, -0.08, -0.07], [0.19, 0.17, -0.04], [-0.17, -0.08, 0.04], [0.03, -0.07, 0.04], [0.03, 0.09, -0.02], [0.08, -0.01, -0.07], [-0.03, -0.03, 0.06], [-0.16, -0.08, -0.01], [-0.22, 0.01, -0.05], [0.23, 0.09, -0.05], [-0.09, -0.11, 0.05], [0.02, 0.00, -0.07], [0.20, -0.08, 0.05], [0.03, 0.01, 0.01], [0.05, -0.07, 0.02], [0.04, -0.01, 0.01], [0.06, 0.11, -0.10], [0.02, -0.09, 0.13], [-0.11, -0.11, 0.08], [-0.10, 0.11, -0.03]], "lumo_energy_ev": 0.58, "relative_energy_kcal_mol": 55.6, "energy_ha": -1067.3639, "orbital_gap_ev": 9.00, "fmax_ev_per_a": 1.2, "smiles": "C=CCN(CC=C)CC(=O)Nc1cccc(Oc2cnccn2)c1"}

***

{"formula": "C4H10N2O", "method": "the ωB97M-V functional and the def2-TZVPD basis", "species": ["C", "N", "C", "O", "N", "C", "C", "H", "H", "H", "H", "H", "H", "H", "H", "H", "H"], "positions_angstrom": [[2.4816, -0.1155, -0.0520], [1.3835, 0.0759, -0.9863], [0.1268, -0.5960, -0.7276], [-0.0980, -1.6958, -1.1807], [-0.7476, -0.0216, 0.1863], [-1.6897, -0.9590, 0.7997], [-1.2622, 1.3403, 0.0196], [2.3795, 0.1329, 1.0395], [2.8313, -1.1578, -0.0860], [3.2923, 0.5163, -0.4250], [1.3105, 1.0000, -1.3769], [-1.9261, -0.6353, 1.8193], [-1.2312, -1.9505, 0.8767], [-2.6154, -1.0600, 0.2142], [-0.7389, 1.9200, -0.7522], [-2.3093, 1.3068, -0.3246], [-1.1872, 1.8992, 0.9560]], "forces_ev_per_angstrom": [[0.63, -0.09, 0.35], [-0.93, -0.18, -0.03], [0.42, -0.12, 0.06], [0.46, 0.09, 0.12], [-0.13, 0.05, 0.01], [-0.04, -0.10, -0.06], [0.19, 0.04, -0.12], [-0.62, 0.04, -0.86], [-0.14, 0.26, -0.11], [0.05, -0.20, 0.10], [-0.09, 0.13, 0.29], [-0.06, 0.19, -0.23], [-0.07, 0.33, -0.14], [0.12, 0.03, 0.14], [0.19, -0.38, 0.25], [0.20, -0.05, 0.28], [-0.18, -0.03, -0.06]], "lumo_energy_ev": 0.82, "relative_energy_kcal_mol": 40.8, "energy_ha": -343.1365, "orbital_gap_ev": 9.75, "fmax_ev_per_a": 1.1, "smiles": "CNC(=O)N(C)C"}